Density functional theory data (ωB97M-V/def2-TZVPD) for a gas-phase ion, C6H11O (charge +1).

Computed properties:
energy above the lowest of the compared OMol25 structures with the same formula, charge and spin = 419.4 kJ/mol
net charge = +1
HOMO (alpha / beta) = -13.43 / -13.43 eV
LUMO level (alpha / beta) = -4.467 / -4.467 eV

XYZ file:
```
18
Properties=species:S:1:pos:R:3:forces:R:3
H 2.837188 -1.402763 -0.132388 -0.386 -0.526 -0.071
H 2.950159 0.272308 -0.100637 -0.891 0.007 -0.256
H 0.670425 1.483286 1.198852 0.333 -1.694 0.057
H -1.497781 -0.589245 1.555169 -0.925 -1.567 -0.127
H -1.485258 -1.273774 -1.215976 -0.609 -0.277 0.565
H -0.516168 1.579829 -1.624645 0.215 2.348 -1.297
C 0.388257 0.381638 1.252770 -1.062 0.456 0.207
H 0.405757 -1.386029 0.020069 -1.653 -2.571 -0.111
C 2.252986 -0.529691 -0.425713 1.558 0.938 1.463
H -1.520873 1.119700 1.802010 -0.266 -0.083 -0.102
C 0.915641 -0.525241 0.191908 0.077 4.394 -1.415
C -0.693983 0.673671 -1.195196 3.075 -3.342 1.067
C -1.794861 -0.243575 -1.297357 -1.493 -0.056 -2.522
C -1.133565 0.315182 1.177886 0.758 1.910 1.082
H 0.450861 -0.008313 2.301572 0.834 0.271 -0.581
H 2.176987 -0.514577 -1.482901 0.007 -0.150 -1.008
O -1.638886 0.644332 -0.160429 -1.199 0.464 2.005
H -2.766888 0.003261 -1.864992 1.627 -0.522 1.044
```
Positions in Å, forces in eV/Å.

Löwdin population analysis, charges in e, atoms 1 to 8: 0.1011 0.1071 0.1646 0.1287 0.1280 0.0993 -0.1410 0.0826